1.
Formula: C6H9N4S
Source: the Open Molecules 2025 dataset
Level of theory: ωB97M-V/def2-TZVPD

As for the HOMO energy: -0.4574 Ha. Its total charge is +1. As for the frontier orbital gap: 7.9 eV.

The geometry in XYZ format:
```
20
Properties=species:S:1:pos:R:3:forces:R:3
C -3.0876 -1.5405 -0.0580 -0.1 -0.2 -0.3
C -0.5771 -1.2428 -0.0425 2.2 4.2 1.2
C -4.0763 -0.6407 -0.1333 1.4 0.3 -0.2
C -1.8367 -0.8177 -0.0652 0.9 0.8 0.4
C -1.9667 0.6230 -0.0175 -1.3 1.1 0.5
C 0.1877 1.1156 0.5233 2.6 2.7 1.4
N -1.0476 1.4827 0.3381 -2.6 0.3 -0.9
N 0.6292 -0.0580 0.3329 -5.2 -5.1 -2.1
N 1.8594 -0.4411 0.3478 1.7 -3.6 0.4
N 4.0049 1.3067 -0.4367 -1.9 0.8 -0.3
S -3.7045 1.0652 -0.2812 1.3 -0.9 0.6
H -3.3231 -2.6373 -0.0178 0.8 1.3 0.0
H -0.4225 -2.2625 -0.0540 1.9 -1.9 0.1
H -5.0245 -1.0262 -0.1017 -2.6 -0.1 -0.1
H 1.0017 1.8499 0.8982 -1.7 -1.0 -0.7
H 1.9282 -1.4514 0.1703 0.4 1.0 0.3
H 2.6796 0.1529 0.2398 0.1 1.0 -0.6
H 4.6808 1.2373 0.2742 1.3 0.0 0.6
H 3.7757 2.2887 -0.5910 0.1 -0.2 0.4
H 4.3194 0.9964 -1.3257 0.7 -0.6 -0.6
```
Positions in Å, forces in eV/Å.

Atomic partial charges in e from the Mulliken method, atoms 1 to 4: atom 1 (C): -1.066, atom 2 (C): -0.245, atom 3 (C): -0.183, atom 4 (C): 0.711

2.
Formula: C13H15BrHgN3O8S
Source: the Open Molecules 2025 dataset
Level of theory: ωB97M-V/def2-TZVPD

As for the expectation value of S²: 0.756. As for the HOMO energy (alpha / beta): -0.0898 / -0.0898 Ha. Its total charge is -2. Its multiplicity is 2. As for the frontier orbital gap (alpha / beta): 6.7 / 6.7 eV.

The geometry in XYZ format:
```
42
Properties=species:S:1:pos:R:3:forces:R:3
Hg 6.9237 5.4178 8.2389 0.5 0.1 0.2
O 6.7014 11.2553 4.8140 -0.7 -0.4 -0.1
C 6.8824 10.0031 5.3885 0.5 0.4 0.5
C 5.8782 9.0470 5.4488 -0.3 0.1 0.2
C 6.0500 7.8879 6.2002 0.4 0.7 -0.8
N 7.2643 7.6520 6.7080 -0.2 -0.3 0.6
C 8.1990 8.5084 6.6191 -0.2 0.2 -0.1
Br 9.3238 5.2646 7.5385 0.0 -0.4 0.2
C 8.1062 9.7495 6.0231 -0.1 0.0 -0.4
H 5.7465 11.3802 4.6213 0.9 -0.3 0.2
H 4.9332 9.2349 4.9688 -0.3 0.0 -0.1
H 5.2375 7.1860 6.3531 0.0 0.0 -0.1
H 8.9174 10.4587 6.0469 0.0 0.2 -0.1
C 4.2836 7.0379 12.4880 -0.3 0.4 -1.0
C 5.4363 7.9393 12.9152 0.3 -0.2 -0.1
C 6.8771 7.3604 12.7218 -0.4 -0.3 0.0
C 7.8770 8.4594 13.1114 0.3 -0.2 0.0
C 9.3370 8.0302 13.0798 0.2 -0.1 0.2
C 7.0376 6.1519 13.6337 -0.1 0.6 0.2
O 7.0955 6.2627 14.8539 0.0 -0.2 -0.1
N 7.0709 4.9509 13.0132 0.0 0.1 0.5
C 7.1535 4.7110 11.6155 0.5 -0.2 0.1
O 7.2554 3.5372 11.3050 -0.1 -0.1 -0.3
N 7.1979 5.7603 10.7790 -0.3 -0.3 -0.5
C 7.0393 7.0154 11.2166 0.0 0.7 0.8
O 7.0100 7.9973 10.4915 0.0 0.0 -0.8
H 3.3150 7.5092 12.7084 0.3 0.0 0.0
H 4.2897 6.1118 13.0309 0.1 -0.6 0.2
H 4.2806 6.8189 11.3963 0.2 0.1 0.7
H 5.3162 8.1516 13.9786 0.1 0.2 0.1
H 5.4316 8.8704 12.3430 -0.1 0.0 0.1
H 7.6365 8.8078 14.1143 -0.1 0.0 0.1
H 7.7734 9.2925 12.4209 -0.3 0.0 -0.1
H 9.5571 7.2749 13.8333 0.0 0.0 0.2
H 9.9894 8.8893 13.2628 0.0 -0.1 0.0
H 9.6253 7.5885 12.1336 -0.1 0.0 -0.4
H 7.1979 4.1342 13.5983 -0.1 0.1 -0.2
O 3.1980 4.0162 7.5378 -0.1 1.7 0.2
S 4.0877 5.0243 6.9387 -0.1 -0.1 -1.4
O 3.5616 6.2097 6.1954 -1.0 -0.7 1.4
O 4.9241 4.3261 5.9486 1.4 0.1 1.0
O 4.8900 5.7498 8.1620 -0.4 -1.3 -1.1
```
Positions in Å, forces in eV/Å.

Atomic partial charges in e from the Mulliken method, atoms 1 to 4: atom 1 (Hg): 1.455, atom 2 (O): -0.565, atom 3 (C): 1.253, atom 4 (C): -0.786

3.
Formula: C14H28O28S7
Source: the Open Molecules 2025 dataset
Level of theory: ωB97M-V/def2-TZVPD

As for the HOMO energy: -0.3754 Ha. As for the structure (SMILES): O=S1(=O)OCCO1.O=S1(=O)OCCO1.O=S1(=O)OCCO1.O=S1(=O)OCCO1.O=S1(=O)OCCO1.O=S1(=O)OCCO1.O=S1(=O)OCCO1. As for the frontier orbital gap: 10.3 eV.

The geometry in XYZ format:
```
77
Properties=species:S:1:pos:R:3:forces:R:3
O -3.4579 -5.3777 3.6199 2.0 0.8 -2.3
S -2.4881 -5.1219 2.5659 -1.0 0.8 -3.1
O -1.0780 -5.3434 2.6966 -0.7 0.0 0.9
O -2.9232 -5.8601 1.1220 -0.6 -0.2 2.0
C -2.4273 -5.0706 0.0718 1.2 1.0 -1.0
C -2.7237 -3.6310 0.4137 -1.0 -0.5 -0.3
O -2.6240 -3.5872 1.8131 0.3 -0.7 3.2
H -1.3411 -5.1556 0.0385 0.1 -0.4 -0.1
H -2.8279 -5.2586 -0.9243 -0.3 -0.8 0.4
H -3.7512 -3.3697 0.1605 0.0 0.1 -0.1
H -2.0486 -2.9484 -0.1025 0.2 0.0 0.4
O 2.8793 -1.8895 -1.6182 -0.3 -1.7 1.4
S 2.8121 -3.2764 -1.2192 1.4 -0.7 -0.5
O 2.6610 -4.2343 -2.3051 -0.5 0.9 1.8
O 4.1113 -3.7625 -0.3546 -0.1 0.9 -1.6
C 3.8226 -4.5888 0.7551 -1.7 0.5 0.9
C 2.2281 -4.5891 0.8333 1.6 -2.2 -2.1
O 1.8299 -3.4896 0.0518 -0.7 3.0 -0.7
H 4.2027 -5.6047 0.6475 0.0 0.2 -0.2
H 4.2712 -4.0816 1.6092 -0.1 -0.2 0.1
H 1.7824 -4.7869 1.8082 -0.1 1.0 -0.2
H 1.8655 -5.3111 0.1016 0.3 -1.6 1.0
O -1.4013 7.9195 3.7471 1.2 0.2 -1.0
S -0.2665 7.6131 2.9085 0.2 -3.1 -0.4
O 0.7821 8.5680 2.6155 -1.9 -1.6 0.2
O 0.4361 6.2051 3.4842 -0.3 2.2 0.4
C -0.4235 5.0676 3.2867 1.2 1.1 -1.9
C -0.9600 5.3858 1.8000 -2.2 -1.2 0.7
O -0.8285 6.7368 1.5588 1.9 4.4 1.3
H 0.3377 4.2910 3.3616 -0.7 -0.5 -0.3
H -1.1747 5.0021 4.0739 -0.2 0.0 -0.3
H -2.0437 5.3096 1.7102 -0.2 -1.0 0.7
H -0.6440 4.8817 0.8868 1.1 -0.4 0.6
O -0.1109 3.1103 -1.0649 -1.3 -2.0 1.7
S -0.9758 2.2387 -0.2685 -1.1 -0.4 -0.8
O -2.0978 2.8524 0.4539 2.5 -1.6 -1.3
O -1.5820 0.9421 -1.1588 1.1 2.2 0.7
C -0.6537 -0.1440 -1.0971 -0.9 -1.0 -0.6
C -0.0014 -0.1090 0.2661 -1.1 -1.1 -0.1
O -0.1212 1.2237 0.7010 0.3 2.2 0.2
H -1.3333 -0.9890 -1.2080 0.3 -0.3 0.1
H 0.0577 -0.2322 -1.9182 0.0 0.8 -0.1
H 0.9876 -0.5671 0.2615 0.3 0.9 0.0
H -0.5856 -0.7310 0.9444 -0.1 0.1 0.3
O -2.0113 7.0456 -1.1122 0.9 -1.5 -2.3
S -1.3287 6.2763 -2.1410 1.6 -1.0 -0.3
O -1.8365 4.9364 -2.6176 1.8 4.5 1.4
O -0.8905 7.2521 -3.4472 -1.8 -1.1 1.6
C 0.4479 7.0635 -3.8209 1.2 0.6 -1.5
C 1.2177 6.2703 -2.7643 -1.1 -0.3 0.5
O 0.3360 6.2878 -1.6476 -2.6 -0.8 0.3
H 0.4918 6.6353 -4.8223 -0.2 -0.6 0.1
H 0.9015 8.0398 -3.9923 -0.2 0.3 0.5
H 2.1169 6.7705 -2.4047 0.0 -0.1 -0.3
H 1.3836 5.2317 -3.0502 0.3 0.1 -0.1
O -2.6959 -3.3860 -2.6961 2.0 1.5 -3.1
S -1.8937 -2.7063 -3.7573 0.5 -1.7 2.1
O -1.8592 -1.2739 -3.7434 -0.5 -1.1 -0.7
O -0.3326 -3.2246 -3.6391 -1.6 0.5 1.0
C 0.2056 -3.6483 -4.8592 2.1 0.7 -0.4
C -0.9389 -4.0159 -5.7452 0.1 -1.2 -0.4
O -2.1153 -3.3763 -5.2290 -0.4 0.7 1.2
H 0.8722 -2.9228 -5.3254 -0.5 1.0 0.2
H 0.9715 -4.3946 -4.6484 -0.7 -0.8 0.2
H -0.9994 -5.1035 -5.7064 -0.9 0.0 0.0
H -0.8115 -3.7413 -6.7923 -0.1 0.3 0.2
O 2.4439 0.4079 2.3206 -0.4 -0.2 -0.7
S 2.4823 -0.7275 3.1556 1.7 -1.2 3.0
O 3.6594 -1.5926 3.2083 -2.1 1.2 -0.5
O 2.2254 -0.1223 4.7051 -0.4 -0.9 -1.8
C 1.4447 -1.1096 5.3813 -0.5 -0.5 0.3
C 0.4003 -1.5661 4.3202 0.9 0.6 0.7
O 1.1670 -1.6999 3.1301 1.7 0.8 -1.2
H 2.1357 -1.8681 5.7492 -0.2 -0.5 -0.3
H 0.9608 -0.7049 6.2702 0.0 0.5 -0.3
H -0.2652 -0.7252 4.1251 -0.6 -0.3 0.4
H -0.0577 -2.5443 4.4668 -0.2 0.3 0.3
```
Positions in Å, forces in eV/Å.

Atomic partial charges in e from the Mulliken method, atoms 1 to 4: atom 1 (O): -0.522, atom 2 (S): 1.023, atom 3 (O): -0.456, atom 4 (O): -0.413

4.
Formula: C4H7NO
Source: the Open Molecules 2025 dataset
Level of theory: ωB97M-V/def2-TZVPD

As for the HOMO energy: -0.3511 Ha. As for the structure (SMILES): CN1C[C@H]1C=O. As for the frontier orbital gap: 10.5 eV.

The geometry in XYZ format:
```
13
Properties=species:S:1:pos:R:3:forces:R:3
C 1.7155 0.3168 -0.3531 0.1 0.0 0.0
N 0.2700 0.2825 -0.5760 0.1 0.0 -0.1
C -0.5840 1.0572 0.2845 -0.1 0.2 0.1
C -0.5331 -0.4265 0.4102 0.0 -0.2 0.2
C -1.5916 -1.2864 -0.1884 -0.1 -0.2 0.1
O -1.9195 -2.3608 0.2535 0.1 0.4 -0.2
H 2.0185 1.1772 0.2574 -0.1 -0.1 -0.1
H 2.2173 0.3850 -1.3224 0.0 0.0 0.2
H 2.0534 -0.5988 0.1449 0.0 0.1 -0.1
H -0.1266 1.6169 1.1023 -0.1 -0.1 -0.1
H -1.4346 1.5448 -0.1905 0.1 -0.1 0.1
H -0.0366 -0.8444 1.2859 -0.1 0.1 -0.1
H -2.0486 -0.8636 -1.1083 0.0 -0.1 0.1
```
Positions in Å, forces in eV/Å.

Atomic partial charges in e from the Mulliken method, atoms 1 to 4: atom 1 (C): -0.805, atom 2 (N): -0.304, atom 3 (C): -0.470, atom 4 (C): 0.172

5.
Formula: C5H6O2
Source: the Open Molecules 2025 dataset
Level of theory: ωB97M-V/def2-TZVPD

As for the HOMO energy: -0.3274 Ha. As for the structure (SMILES): C[C@@]12O[C@]1(C)C2=O. As for the frontier orbital gap: 9.7 eV.

The geometry in XYZ format:
```
13
Properties=species:S:1:pos:R:3:forces:R:3
C 1.0809 0.7032 1.5414 -0.4 0.2 1.0
C 1.4807 0.4260 0.1270 -0.4 0.5 -0.1
O 1.1193 -0.8379 -0.4398 0.5 -1.0 0.4
C 0.5171 0.1940 -1.1197 -2.9 0.8 -0.7
C -1.1087 0.2387 -1.3721 4.3 2.4 0.1
C 1.6049 1.1674 -1.1446 0.2 -1.0 1.0
O 2.0630 2.1775 -1.5688 -0.2 0.7 -0.5
H 1.7080 0.1825 2.3182 -0.4 0.5 -1.0
H 0.0695 0.2787 1.6162 0.2 -0.1 0.2
H 0.9570 1.7782 1.8533 0.5 -0.9 -0.8
H -1.2179 0.0015 -2.4185 -0.5 -0.4 -0.1
H -1.3372 1.3084 -1.2025 -0.2 -0.5 -0.3
H -1.5988 -0.3305 -0.6439 -0.7 -1.2 0.7
```
Positions in Å, forces in eV/Å.

Atomic partial charges in e from the Mulliken method, atoms 1 to 4: atom 1 (C): -1.036, atom 2 (C): 0.545, atom 3 (O): -0.371, atom 4 (C): 0.210

6.
Formula: C5H9N2
Source: the Open Molecules 2025 dataset
Level of theory: ωB97M-V/def2-TZVPD

As for the HOMO energy (alpha / beta): -0.5045 / -0.5045 Ha. As for the structure (SMILES): CN1C#C[NH2+]CC1. Its total charge is +1. As for the frontier orbital gap (alpha / beta): 8.8 / 8.8 eV.

The geometry in XYZ format:
```
16
Properties=species:S:1:pos:R:3:forces:R:3
C -2.1181 -0.8688 -0.4317 -0.9 -0.1 0.1
N -0.7336 -0.5316 -0.6380 0.7 -0.4 -0.1
C -0.2109 -0.0016 -1.6806 3.9 1.6 -1.0
C 1.1161 0.2731 -1.9249 -3.7 -1.8 -0.3
N 1.6735 1.1174 -0.8763 0.0 0.6 0.3
C 1.0854 0.6968 0.4631 -0.4 -0.2 0.7
C 0.3103 -0.6499 0.3890 0.5 0.0 0.2
H -2.3500 -0.8474 0.6310 0.0 0.0 0.0
H -2.7561 -0.1544 -0.9541 0.1 0.0 0.0
H -2.3315 -1.8667 -0.8208 0.1 0.1 0.1
H 2.6955 1.0030 -0.8905 -0.3 0.1 0.0
H 1.4868 2.1095 -1.0670 0.1 -0.1 0.2
H 0.4037 1.4822 0.7928 0.1 0.0 -0.1
H 1.8902 0.5919 1.1889 0.1 0.1 -0.1
H 1.0032 -1.4578 0.1298 -0.2 0.0 0.0
H -0.1248 -0.8562 1.3663 0.0 0.1 0.0
```
Positions in Å, forces in eV/Å.

Atomic partial charges in e from the Mulliken method, atoms 1 to 4: atom 1 (C): -0.839, atom 2 (N): 0.123, atom 3 (C): 0.348, atom 4 (C): -0.600

7.
Formula: CH4NO2S
Source: the Open Molecules 2025 dataset
Level of theory: ωB97M-V/def2-TZVPD

As for the HOMO energy (alpha / beta): -0.0984 / -0.1400 Ha. Its total charge is -1. As for the frontier orbital gap (alpha / beta): 5.7 / 7.6 eV.

The geometry in XYZ format:
```
9
Properties=species:S:1:pos:R:3:forces:R:3
C -1.1453 -1.5531 0.3616 0.2 0.6 -0.1
N 2.3226 1.0779 -0.1280 -0.1 -0.3 0.0
O -1.3704 0.9528 1.0949 0.2 0.2 0.4
O -1.3740 0.4540 -1.3254 0.1 0.0 -0.4
S -0.8664 0.1083 0.0078 -0.1 -0.6 0.1
H -0.7827 -2.1923 -0.4319 0.0 -0.1 -0.3
H -0.7247 -1.8018 1.3281 0.0 0.0 0.2
H 1.7599 1.8474 0.2358 -0.2 0.1 -0.1
H 2.1809 1.1068 -1.1429 -0.2 0.1 0.1
```
Positions in Å, forces in eV/Å.

Atomic partial charges in e from the Mulliken method, atoms 1 to 4: atom 1 (C): -0.754, atom 2 (N): -0.536, atom 3 (O): -0.564, atom 4 (O): -0.566

8.
Formula: C7H12O3
Source: the Open Molecules 2025 dataset
Level of theory: ωB97M-V/def2-TZVPD

As for the HOMO energy: -0.3488 Ha. As for the frontier orbital gap: 9.8 eV.

The geometry in XYZ format:
```
22
Properties=species:S:1:pos:R:3:forces:R:3
O 2.3673 3.1712 0.0630 -2.5 -3.0 1.1
C 1.4611 2.3775 0.1015 2.8 0.2 -3.3
H 0.5042 2.5611 -0.4208 -0.3 -0.4 1.2
O 1.3671 1.4710 2.2654 1.0 -3.4 -2.8
H 0.4419 1.3090 2.4818 -0.1 -0.1 0.1
O 1.7646 0.7072 -0.1269 0.4 1.7 1.5
C 1.2049 -0.0482 -1.1670 0.0 1.1 -0.1
C 1.2089 -1.5347 -0.9953 0.1 -0.1 -0.1
C -0.0978 -0.7755 -1.0096 -0.4 -0.1 -0.1
C -0.9093 -0.6600 0.2409 0.2 0.1 0.2
C -2.2207 0.0784 0.2189 -0.1 0.3 -0.1
C -2.1978 -1.4169 0.3888 -0.1 -0.3 0.0
H 1.4211 0.4002 -2.1397 0.0 -0.4 0.1
H 1.4807 -2.1540 -1.8506 -0.1 0.2 0.3
H 1.5443 -1.9003 -0.0224 -0.1 0.1 -0.3
H -0.6927 -0.8481 -1.9245 0.1 0.0 0.2
H -0.3216 -0.5445 1.1543 -0.1 -0.1 -0.3
H -2.4787 0.6969 1.0800 0.0 -0.2 -0.3
H -2.5520 0.4748 -0.7431 0.1 -0.1 0.3
H -2.5124 -2.0344 -0.4539 0.1 0.2 0.3
H -2.4396 -1.8229 1.3717 0.0 0.1 -0.3
H 1.6566 0.4922 1.4875 -1.2 4.1 2.2
```
Positions in Å, forces in eV/Å.

Atomic partial charges in e from the Mulliken method, atoms 1 to 4: atom 1 (O): -0.398, atom 2 (C): 0.319, atom 3 (H): 0.357, atom 4 (O): -0.735